A 4-piece molecular cluster, C24H42N2O12 overall at a distorted geometry. Source: OMol25; level of theory: ωB97M-V with the def2-TZVPD basis set.

```
80
C24H42N2O12 (ωB97M-V with the def2-TZVPD basis set)
H 4.84 3.33 -1.54
H -3.38 6.84 -1.89
H -6.12 -3.43 1.17
H -0.83 -1.91 -0.90
O 7.99 -0.10 -1.85
H -9.17 -6.14 5.79
C 8.98 -0.96 -1.29
O 0.37 4.76 1.09
C 6.93 2.02 -2.01
C 8.27 1.26 -1.81
H -8.49 -7.32 4.68
H -3.42 6.35 -0.19
C 9.57 0.65 -3.88
C 4.59 2.38 -1.06
H -6.43 -1.35 -0.20
O -4.47 -1.56 0.22
H -5.50 -2.07 -1.51
H 9.10 -0.72 0.85
H 1.01 0.52 -3.36
H -0.31 -1.37 0.70
C -9.21 -6.51 4.76
O -0.19 4.60 -1.09
H 1.66 3.45 0.13
H -0.86 6.89 -1.80
H 0.21 2.71 0.87
O -2.33 -1.51 0.49
C 0.98 3.47 0.97
H 4.32 2.55 -0.02
O -10.00 -3.96 4.93
O -3.18 -2.84 -1.12
H 0.75 1.67 -2.05
C 8.64 -1.41 0.14
H 10.21 2.06 -2.48
H 7.09 3.07 -1.73
C -1.48 6.95 -0.90
N 9.27 2.07 0.50
H -10.27 -2.11 2.88
H -0.10 0.15 -2.02
C 9.28 1.72 -2.92
H 6.63 1.97 -3.06
C -2.83 6.31 -1.11
O 1.74 -1.22 -1.09
H 1.53 3.29 1.89
H -0.91 -3.02 0.48
H 9.05 -2.40 0.30
C -9.23 -2.13 3.18
H 5.52 0.48 -1.49
H 8.86 2.56 -3.47
O -8.73 -3.47 3.13
H -10.89 -7.82 5.04
C -6.02 -3.44 0.09
C -3.31 -2.06 -0.22
C -0.21 5.18 -0.03
H -8.63 -1.56 2.47
C -5.64 -2.07 -0.43
C 3.37 1.78 -1.76
H 7.57 -1.38 0.28
H -5.26 -4.17 -0.17
H -2.73 5.26 -1.40
H 3.62 1.73 -2.82
C 8.83 1.73 -0.50
H 9.01 -1.84 -1.93
H -10.62 -7.33 3.36
C -10.60 -6.99 4.40
O -0.78 6.36 0.21
C 0.84 0.61 -2.29
H -11.33 -6.20 4.51
H -9.11 -1.71 4.17
C 5.83 1.45 -1.11
H 9.99 -0.53 -1.35
O 3.10 0.51 -1.19
C -9.24 -4.28 4.06
O -8.74 -5.50 3.86
H 6.22 1.35 -0.09
C 1.92 -0.10 -1.49
H 2.56 2.49 -1.63
H -6.97 -3.76 -0.35
N 9.86 -0.27 -4.52
C -1.02 -1.99 0.16
H -1.59 8.00 -0.64
```

LUMO energy = 0.44 eV
structure (SMILES) = CCO[C@@](C#N)(CC#N)CCCCOC(C)=O.CCOC(=O)OC.CCOC(=O)OC.CCOC(=O)OC
M = 550.60 g mol⁻¹